DFT (the ωB97M-V functional and the def2-TZVPD basis) results for a structure of composition C3H5NdO5 at a distorted geometry.

Output
* DFT total energy: -28694.984 eV
* spin multiplicity: 5
* total charge: +1
* HOMO energy (spin up / spin down): -12.50 / -12.53 eV
* <S²>: 6.206
* orbital gap (spin up / spin down): 4.93 / 6.59 eV

Element x y z (Å)
O (-0.8269, -1.9754, 0.2469)
C (-1.6883, -1.1793, 0.7781)
C (-2.2870, -0.0207, -0.4908)
O (-2.0443, 1.2170, -0.1041)
H (3.3738, 0.4547, -1.7548)
H (-1.3458, -0.4736, 1.5583)
H (-2.6061, -1.8287, 0.9000)
H (-3.3537, -0.2939, -0.5329)
H (-1.7275, -0.3801, -1.3692)
Nd (0.0114, 2.2947, 0.1992)
O (1.9763, 0.9712, 0.5362)
C (3.1450, 0.5553, 0.1910)
O (4.1803, 0.7808, 0.8037)
O (3.1928, -0.1220, -0.9615)

Results of the Mulliken charge analysis, in e, for atoms 1 through 8: atom 1 (O): -0.344, atom 2 (C): -0.056, atom 3 (C): -0.257, atom 4 (O): -0.658, atom 5 (H): 0.332, atom 6 (H): 0.152, atom 7 (H): 0.355, atom 8 (H): 0.333